(1)
The following is a quantum chemistry calculation of C17H11BeN5O6 as an isolated structure, from OMol25.

Structure (XYZ):
```
40
Properties=species:S:1:pos:R:3
Be 0.56 0.21 0.00
O 4.11 0.47 -1.40
C 2.92 0.41 -1.20
N 2.25 0.32 0.00
C 2.92 0.42 1.20
O 4.11 0.48 1.40
C 1.94 0.46 2.34
C 2.31 0.83 3.62
C 1.32 0.92 4.58
C 0.01 0.61 4.24
C -0.26 0.22 2.94
N 0.69 0.15 2.01
C 1.94 0.45 -2.34
C 2.31 0.83 -3.62
C 1.32 0.92 -4.58
C 0.01 0.61 -4.24
C -0.26 0.22 -2.94
N 0.69 0.15 -2.01
H 3.34 1.06 3.82
H 1.56 1.24 5.59
H -0.79 0.67 4.97
H -1.26 -0.06 2.64
H 3.35 1.05 -3.82
H 1.57 1.23 -5.59
H -0.79 0.67 -4.96
H -1.26 -0.05 -2.64
O -4.80 -0.11 0.00
C -4.35 -1.34 0.00
O -5.06 -2.31 0.00
C -2.86 -1.51 0.00
C -2.22 -2.73 0.00
N -0.89 -2.47 0.00
N -0.64 -1.17 0.00
C -1.82 -0.56 0.00
C -1.76 0.94 0.00
O -2.80 1.60 0.00
O -0.57 1.40 0.00
H -4.08 0.58 0.00
H -2.63 -3.72 0.00
H -0.14 -3.14 0.00
```

Results
Gap between HOMO and LUMO = 0.3392 Eh
F_max = 0.5 eV/A
Total charge = 0


(2)
The following is a quantum chemistry calculation of C44H52CaN7O2PS3 as an isolated structure in a non-equilibrium geometry, from OMol25.

Structure (XYZ):
```
110
Properties=species:S:1:pos:R:3
Ca -0.28 -0.62 -0.29
C -0.14 2.69 3.12
C 0.60 3.01 1.82
C 1.12 4.45 1.90
P -0.32 2.32 0.32
C 0.47 3.17 -1.14
C 0.17 2.32 -2.35
C 0.04 4.59 -1.40
C -2.10 2.49 0.46
C -2.76 3.57 1.04
C -4.11 3.64 1.44
C -4.69 4.84 2.18
C -4.83 2.53 1.09
C -4.31 1.43 0.45
C -2.92 1.37 0.12
N -2.32 0.35 -0.51
C -3.14 -0.76 -0.81
C -3.44 -1.80 0.12
C -3.20 -1.61 1.61
C -4.09 -2.98 -0.32
C -4.44 -3.19 -1.66
C -5.04 -4.49 -2.20
C -4.23 -2.12 -2.48
C -3.67 -0.91 -2.09
C -3.49 0.21 -3.04
H 0.41 2.79 4.04
H -0.60 1.66 3.08
H -0.93 3.42 3.20
H 1.54 2.38 1.72
H 0.36 5.20 2.07
H 1.70 4.71 1.04
H 1.72 4.45 2.79
H 1.54 3.13 -0.95
H -0.92 2.27 -2.43
H 0.42 1.29 -2.16
H 0.62 2.67 -3.25
H -1.01 4.70 -1.52
H 0.54 4.94 -2.25
H 0.25 5.26 -0.54
H -2.18 4.43 1.35
H -4.12 5.01 3.09
H -5.79 4.57 2.55
H -4.68 5.77 1.58
H -5.89 2.45 1.38
H -4.96 0.59 0.27
H -2.30 -1.00 1.82
H -3.01 -2.52 2.13
H -4.07 -1.11 2.05
H -4.17 -3.81 0.42
H -4.64 -4.73 -3.19
H -6.12 -4.46 -2.39
H -4.81 -5.35 -1.53
H -4.40 -2.19 -3.54
H -3.97 -0.06 -4.02
H -2.44 0.47 -3.21
H -3.95 1.12 -2.64
C -1.52 -3.90 -3.44
N -1.19 -2.75 -4.20
C -1.61 -2.79 -5.57
C -0.87 -1.61 -6.19
N 0.15 -1.33 -5.21
C -0.05 -1.98 -4.05
S 0.86 -1.73 -2.68
H -2.60 -4.07 -3.54
H -1.26 -3.85 -2.42
H -0.99 -4.69 -3.90
H -2.69 -2.67 -5.68
H -1.26 -3.76 -5.93
H -1.50 -0.74 -6.40
H -0.41 -1.83 -7.16
H 0.82 -0.59 -5.41
O -0.96 -5.04 1.75
S -0.20 -4.39 0.68
O -0.64 -4.58 -0.66
N -0.11 -2.79 0.99
C 1.04 -2.47 1.59
S 1.34 -0.90 2.15
C 2.05 -3.63 1.62
C 3.34 -3.64 2.15
C 4.09 -4.79 1.84
C 3.56 -5.89 1.15
C 2.20 -5.87 0.75
C 1.49 -4.73 0.96
H 3.75 -2.87 2.82
H 5.11 -4.94 2.20
H 4.11 -6.78 0.97
H 1.72 -6.76 0.41
C 5.33 0.51 -1.56
C 4.10 -0.06 -1.29
N 3.50 -0.05 -0.09
C 4.08 0.63 0.89
C 5.28 1.32 0.69
C 5.87 1.31 -0.58
C 5.81 2.24 1.66
C 5.60 2.67 2.91
C 4.80 2.26 4.06
C 4.84 3.07 5.16
C 4.18 2.64 6.28
N 3.46 1.49 6.31
C 3.45 0.81 5.17
N 4.03 1.17 4.03
H 5.78 0.54 -2.50
H 3.49 -0.64 -1.99
H 3.53 0.55 1.81
H 6.78 1.90 -0.85
H 6.64 2.81 1.26
H 6.23 3.48 3.25
H 5.43 3.98 5.09
H 4.21 3.22 7.23
H 2.80 -0.08 5.13
```

Results
Energy above the lowest of the compared OMol25 structures with the same formula, charge and spin = 42.2 kJ/mol
Gap between HOMO and LUMO = 0.2244 Eh
F_max = 3.1 eV/A
Total charge = 0


(3)
The following is a quantum chemistry calculation of a 2-piece molecular cluster, CH4IOPS overall in a non-equilibrium geometry, from OMol25.

Structure (XYZ):
```
9
Properties=species:S:1:pos:R:3
C 0.66 -1.33 0.70
O -0.11 2.03 -1.40
P -0.83 -0.39 1.27
S 0.24 2.57 0.12
I -2.39 -0.72 -0.61
H 1.65 -1.11 1.09
H 0.93 -1.27 -0.38
H 0.72 -2.46 0.93
H -0.86 2.69 -1.73
```

Results
Energy above the lowest of the compared OMol25 structures with the same formula, charge and spin = 415.3 kJ/mol
Gap between HOMO and LUMO (alpha / beta) = 0.2955 / 0.2445 Eh
F_max = 3.5 eV/A
Total charge = 0


(4)
The following is a quantum chemistry calculation of one molecule with the formula C22H26N4O5S in a non-equilibrium geometry, from OMol25.

Structure (XYZ):
```
58
Properties=species:S:1:pos:R:3
O 0.44 -0.34 -3.19
C -0.13 0.24 -2.28
N 0.02 1.57 -2.09
C -0.50 2.39 -1.03
H -0.92 3.30 -1.49
C 0.62 2.80 -0.06
N 1.63 3.50 -0.81
C 2.45 4.44 -0.19
C 3.18 5.34 -0.96
C 3.96 6.32 -0.37
C 4.02 6.43 1.01
C 3.29 5.55 1.79
C 2.52 4.56 1.20
H 1.99 3.87 1.84
H 3.33 5.62 2.86
H 4.62 7.20 1.47
H 4.52 7.00 -0.99
H 3.13 5.29 -2.04
C 2.17 2.68 -1.88
H 2.62 1.76 -1.46
C 1.05 2.28 -2.84
H 0.61 3.17 -3.30
H 1.43 1.61 -3.61
H 2.95 3.22 -2.42
H 1.01 1.89 0.43
H 0.20 3.46 0.69
H -1.30 1.89 -0.49
C -1.08 -0.51 -1.36
H -1.15 -0.05 -0.37
C -0.57 -1.94 -1.16
N -1.49 -2.69 -0.32
S -1.42 -2.34 1.30
O -2.64 -1.73 1.76
O -0.19 -1.68 1.64
C -1.40 -3.98 2.06
C -2.57 -4.44 2.63
C -2.59 -5.64 3.33
C -1.42 -6.37 3.49
C -0.24 -5.91 2.95
C -0.23 -4.72 2.22
N 1.01 -4.31 1.61
O 2.02 -4.48 2.26
O 0.96 -3.88 0.49
H 0.69 -6.45 3.07
H -1.43 -7.29 4.05
H -3.52 -5.99 3.76
H -3.45 -3.83 2.53
C -2.83 -2.77 -0.87
H -3.44 -3.32 -0.15
C -3.42 -1.39 -1.15
C -2.47 -0.57 -2.01
H -2.87 0.44 -2.14
H -2.37 -1.02 -3.00
H -4.39 -1.51 -1.65
H -3.59 -0.89 -0.19
H -2.76 -3.36 -1.79
H 0.39 -1.94 -0.66
H -0.47 -2.45 -2.12
```

Results
Structure (SMILES) = O=C([C@H]1CCCN(S(=O)(=O)c2ccccc2[N+](=O)[O-])C1)N1CCN(c2ccccc2)CC1
Energy above the lowest of the compared OMol25 structures with the same formula, charge and spin = 526.2 kJ/mol
Gap between HOMO and LUMO = 0.2691 Eh
F_max = 1.1 eV/A
Total charge = 0


(5)
The following is a quantum chemistry calculation of C36H55N11O4PTeY as an isolated structure in a non-equilibrium geometry, from OMol25.

Structure (XYZ):
```
109
Properties=species:S:1:pos:R:3
Y -1.06 0.44 -1.38
C -1.24 -3.98 -2.62
C -1.28 -2.64 -1.98
N -0.99 -1.55 -2.58
C -0.65 -1.50 -4.00
C -0.29 -0.07 -4.43
N -1.18 0.90 -3.75
C -0.93 2.33 -4.05
C -0.39 3.09 -2.83
N -1.23 2.78 -1.65
C -0.78 3.38 -0.37
C -1.50 2.73 0.82
N -1.49 1.28 0.70
C -1.94 0.49 1.60
C -2.42 0.96 2.93
C -2.01 -0.97 1.22
C -2.55 -1.96 2.02
C -2.66 -3.25 1.51
C -2.26 -3.52 0.21
C -1.70 -2.50 -0.53
N -1.55 -1.28 0.00
H -0.43 -4.04 -3.34
H -2.18 -4.16 -3.16
H -1.12 -4.79 -1.90
H -1.51 -1.85 -4.58
H 0.19 -2.16 -4.23
H -0.37 0.00 -5.51
H 0.74 0.16 -4.15
H -2.13 0.66 -4.04
H -1.86 2.80 -4.37
H -0.21 2.44 -4.87
H -0.38 4.16 -3.05
H 0.63 2.78 -2.61
H -2.19 3.08 -1.84
H -0.95 4.46 -0.34
H 0.29 3.20 -0.29
H -2.54 3.07 0.85
H -1.03 3.07 1.75
H -1.55 1.12 3.58
H -3.07 0.24 3.43
H -2.95 1.90 2.85
H -2.89 -1.75 3.03
H -3.08 -4.04 2.12
H -2.40 -4.51 -0.20
C 2.35 2.58 1.64
C 1.87 1.23 2.06
N 1.21 0.38 1.30
C 1.04 -0.75 2.08
C 1.59 -0.57 3.31
N 2.12 0.70 3.29
C 2.86 1.31 4.40
N 3.67 0.34 5.06
N 3.14 -0.37 6.10
N 3.96 -1.28 6.44
C 5.07 -1.22 5.60
C 6.22 -2.00 5.56
C 7.15 -1.71 4.59
C 6.94 -0.66 3.67
C 5.80 0.13 3.70
C 4.88 -0.18 4.70
H 2.25 2.68 0.57
H 3.41 2.72 1.89
H 1.79 3.39 2.13
H 0.55 -1.64 1.71
H 1.64 -1.21 4.18
H 2.17 1.72 5.13
H 3.49 2.11 4.01
H 6.37 -2.80 6.27
H 8.06 -2.28 4.52
H 7.70 -0.46 2.92
H 5.66 0.94 3.00
O 1.25 0.29 -1.65
C 2.31 -0.26 -1.93
C 3.63 0.45 -1.90
C 4.32 -0.01 -0.59
C 4.54 -1.53 -0.43
C 3.30 -2.32 0.02
C 2.19 -2.52 -1.05
N 2.40 -1.60 -2.19
H 3.51 1.53 -1.91
H 4.24 0.15 -2.76
H 3.73 0.34 0.25
H 5.29 0.49 -0.55
H 5.29 -1.66 0.34
H 4.97 -1.96 -1.35
H 2.88 -1.80 0.88
H 3.62 -3.31 0.37
H 1.20 -2.33 -0.62
H 2.21 -3.53 -1.45
H 3.29 -1.82 -2.62
C -6.72 3.16 -2.35
C -5.39 3.07 -3.05
O -4.39 2.34 -2.28
P -4.45 0.75 -2.06
O -3.14 0.45 -1.31
Te -4.64 -0.42 -4.08
O -5.65 0.60 -1.03
C -5.62 -0.36 0.05
C -5.80 -1.79 -0.44
H -7.37 3.84 -2.91
H -6.61 3.54 -1.34
H -7.21 2.18 -2.30
H -4.95 4.06 -3.19
H -5.48 2.59 -4.03
H -6.43 -0.07 0.71
H -4.67 -0.25 0.59
H -6.68 -1.86 -1.07
H -5.92 -2.46 0.42
H -4.93 -2.11 -1.02
```

Results
Energy above the lowest of the compared OMol25 structures with the same formula, charge and spin = 123.8 kJ/mol
Gap between HOMO and LUMO = 0.2156 Eh
F_max = 2.2 eV/A
Total charge = +2


(6)
The following is a quantum chemistry calculation of C2H6BrP as an isolated structure in a non-equilibrium geometry, from OMol25.

Structure (XYZ):
```
10
Properties=species:S:1:pos:R:3
C -0.20 -1.36 0.13
C -0.38 0.04 -0.42
P 1.48 1.33 0.10
Br -1.95 1.09 -0.13
H 0.01 -1.45 1.19
H 0.83 -1.76 -0.23
H -1.11 -1.94 -0.15
H -0.18 0.25 -1.53
H 0.80 2.55 -0.26
H 0.70 1.25 1.29
```

Results
Energy above the lowest of the compared OMol25 structures with the same formula, charge and spin = 273.2 kJ/mol
Gap between HOMO and LUMO = 0.3359 Eh
F_max = 4.8 eV/A
Total charge = 0


(7)
The following is a quantum chemistry calculation of C58H63BrF8NbOS as an isolated structure in a non-equilibrium geometry, from OMol25.

Structure (XYZ):
```
133
Properties=species:S:1:pos:R:3
C 6.99 4.22 -1.66
C 5.82 4.41 -0.69
C 6.22 4.00 0.73
C 4.55 3.80 -1.33
Nb 3.47 1.93 -0.64
Br 3.18 2.54 1.88
C 5.31 0.61 -0.43
C 5.57 -0.42 -1.53
C 6.30 -1.74 -1.14
S 6.74 -2.03 0.58
C 1.53 2.91 -1.34
C 0.36 1.99 -1.18
C -0.09 1.63 0.14
O -0.87 2.51 -0.74
H 6.99 3.22 -2.09
H 6.85 4.89 -2.50
H 7.94 4.46 -1.21
H 5.68 5.48 -0.67
H 5.77 4.67 1.46
H 7.29 4.11 0.85
H 5.95 3.00 1.01
H 3.77 4.56 -1.37
H 4.77 3.62 -2.38
H 2.52 0.38 -0.32
H 3.45 1.29 -2.32
H 5.10 0.13 0.51
H 6.19 1.24 -0.35
H 6.16 0.06 -2.30
H 4.64 -0.71 -1.99
H 7.25 -1.82 -1.64
H 5.72 -2.58 -1.49
H 5.57 -1.80 1.15
H 1.35 3.76 -0.70
H 1.56 3.19 -2.39
H 0.29 1.21 -1.92
H 0.24 2.26 0.94
H -0.61 0.70 0.31
F -0.89 -1.25 -0.92
C -1.81 -1.59 0.00
C -2.50 -0.58 0.64
C -3.45 -0.94 1.59
C -3.68 -2.27 1.89
C -2.98 -3.26 1.23
C -2.03 -2.93 0.26
H -2.29 0.45 0.40
H -3.99 -0.16 2.11
H -4.42 -2.54 2.64
H -3.15 -4.30 1.46
H -1.47 -3.68 -0.27
F -5.04 1.64 1.20
C -5.34 2.27 0.04
C -5.27 1.54 -1.13
C -5.56 2.18 -2.33
C -5.92 3.52 -2.33
C -5.98 4.23 -1.14
C -5.69 3.60 0.07
H -4.98 0.50 -1.10
H -5.51 1.63 -3.25
H -6.14 4.02 -3.26
H -6.25 5.28 -1.14
H -5.73 4.13 1.01
F -2.21 5.39 5.53
C -2.14 4.22 4.85
C -3.31 3.63 4.42
C -3.22 2.44 3.72
C -1.99 1.86 3.46
C -0.83 2.48 3.90
C -0.89 3.68 4.60
H -4.26 4.10 4.64
H -4.12 1.96 3.36
H -1.94 0.94 2.91
H 0.13 2.03 3.69
H 0.00 4.18 4.93
F 0.71 -0.89 -7.81
C 0.26 -1.08 -6.55
C -1.00 -1.61 -6.36
C -1.44 -1.80 -5.06
C -0.65 -1.46 -3.98
C 0.61 -0.91 -4.20
C 1.08 -0.72 -5.50
H -1.60 -1.87 -7.22
H -2.43 -2.23 -4.89
H -1.00 -1.60 -2.97
H 1.24 -0.64 -3.36
H 2.06 -0.31 -5.69
F -2.99 -0.63 5.14
C -1.89 -1.08 5.78
C -0.68 -1.03 5.11
C 0.45 -1.48 5.77
C 0.36 -1.98 7.06
C -0.87 -2.03 7.70
C -2.01 -1.57 7.06
H -0.64 -0.63 4.11
H 1.41 -1.43 5.27
H 1.25 -2.34 7.57
H -0.94 -2.42 8.71
H -2.98 -1.59 7.54
F 1.73 -2.04 1.45
C 1.71 -3.26 0.89
C 0.49 -3.88 0.72
C 0.47 -5.15 0.15
C 1.65 -5.76 -0.25
C 2.86 -5.10 -0.07
C 2.90 -3.84 0.50
H -0.42 -3.39 1.04
H -0.48 -5.65 0.01
H 1.62 -6.74 -0.70
H 3.78 -5.57 -0.38
H 3.83 -3.31 0.64
F 0.96 -8.60 5.86
C 1.33 -7.50 5.15
C 2.23 -7.65 4.12
C 2.60 -6.52 3.40
C 2.07 -5.28 3.72
C 1.16 -5.16 4.76
C 0.78 -6.28 5.49
H 2.64 -8.62 3.89
H 3.30 -6.61 2.58
H 2.36 -4.41 3.15
H 0.74 -4.20 5.01
H 0.07 -6.22 6.30
F -4.83 2.48 -5.27
C -5.06 3.08 -6.45
C -4.96 2.32 -7.60
C -5.19 2.93 -8.82
C -5.51 4.28 -8.88
C -5.60 5.02 -7.71
C -5.37 4.42 -6.48
H -4.70 1.27 -7.53
H -5.13 2.36 -9.73
H -5.69 4.76 -9.83
H -5.84 6.08 -7.75
H -5.43 4.98 -5.55
```

Results
Gap between HOMO and LUMO = 0.2584 Eh
F_max = 2.8 eV/A
Total charge = -1


(8)
The following is a quantum chemistry calculation of one molecule with the formula C10H13NO3 in a non-equilibrium geometry, from OMol25.

Structure (XYZ):
```
27
Properties=species:S:1:pos:R:3
C -0.85 -1.45 0.86
C 0.19 -2.16 1.06
C 0.35 0.52 -0.76
C -2.20 -1.06 0.46
C -2.51 0.21 1.31
C 2.30 -0.63 -2.09
C 2.14 0.81 -2.34
C -1.52 1.34 0.80
C 1.82 0.26 -1.00
C -0.17 0.74 0.53
N 0.60 0.76 1.75
O -0.39 0.71 -1.72
O 1.70 0.24 1.75
O 0.06 1.26 2.72
H 1.09 -1.73 0.86
H 0.07 -3.06 1.52
H -2.16 -0.67 -0.69
H -2.98 -1.69 0.74
H -3.54 0.42 1.10
H -2.26 0.27 2.41
H 1.62 -1.19 -2.77
H 3.20 -1.04 -1.96
H 3.04 1.33 -2.58
H 1.39 1.24 -2.97
H -1.87 1.90 -0.23
H -1.44 2.17 1.42
H 2.32 0.49 -0.16
```

Results
Energy above the lowest of the compared OMol25 structures with the same formula, charge and spin = 897.1 kJ/mol
Gap between HOMO and LUMO (alpha / beta) = 0.3106 / 0.3106 Eh
F_max = 5.1 eV/A
Total charge = 0


Q: total charge of number 8 (C10H13NO3)?
A: 0


Q: Number 5 is which compound?
A: C36H55N11O4PTeY